1.
{"formula": "C8H20F4LiN2O12S4", "method": "wB97M-V/def2-TZVPD", "symbols": ["Li", "N", "S", "O", "O", "F", "S", "O", "O", "F", "N", "S", "O", "O", "F", "S", "O", "O", "F", "C", "O", "C", "C", "O", "C", "H", "H", "H", "H", "H", "H", "H", "H", "H", "H", "C", "O", "C", "C", "O", "C", "H", "H", "H", "H", "H", "H", "H", "H", "H", "H"], "positions_angstrom": [[-9.237210, -14.407850, 21.737350], [-9.503420, -12.576900, 21.657390], [-10.480480, -11.366770, 21.582170], [-10.852640, -10.866450, 20.286270], [-10.548160, -10.446290, 22.705820], [-11.781560, -12.265140, 21.975000], [-8.144920, -11.570690, 21.435970], [-7.633400, -10.962070, 22.650550], [-7.990730, -10.986090, 20.177380], [-7.013540, -12.793370, 21.178660], [-6.744420, -15.571420, 25.284460], [-6.994370, -14.359140, 24.355010], [-7.823150, -14.641440, 23.192810], [-6.018000, -13.221590, 24.361800], [-8.088810, -13.800420, 25.365290], [-5.022330, -15.689770, 24.772070], [-4.107070, -15.567570, 25.858520], [-4.669350, -15.447270, 23.393500], [-5.146720, -17.340680, 24.730780], [-11.697180, -14.613390, 19.597440], [-10.534170, -15.195100, 20.124860], [-9.523990, -15.575080, 19.214350], [-8.499060, -16.439530, 19.899950], [-7.764350, -15.466610, 20.759550], [-6.392130, -15.607070, 20.683310], [-11.537470, -13.542750, 19.469720], [-12.604020, -14.645740, 20.201350], [-12.052620, -14.993890, 18.639840], [-9.169860, -14.653650, 18.752110], [-9.911340, -16.168710, 18.386300], [-7.873520, -16.895690, 19.132660], [-8.985570, -17.245240, 20.449720], [-6.015190, -15.994370, 19.736730], [-6.139560, -16.419150, 21.365090], [-5.735870, -14.775540, 20.940200], [-15.457440, -10.051990, 23.160010], [-15.132090, -10.882930, 24.232530], [-13.750870, -10.919660, 24.371830], [-13.335140, -12.039920, 25.397500], [-14.161080, -12.065990, 26.475040], [-13.833640, -13.027890, 27.376710], [-16.529320, -9.875700, 23.070050], [-15.233380, -10.450450, 22.170500], [-14.962020, -9.082870, 23.218950], [-13.281650, -10.029360, 24.790510], [-13.297110, -11.087020, 23.395000], [-12.344840, -11.756360, 25.753890], [-13.246580, -13.002350, 24.893520], [-14.644980, -13.214620, 28.080250], [-12.974740, -12.785990, 28.002710], [-13.690540, -13.994150, 26.893010]], "forces_ev_per_angstrom": [[0.7, -0.8, 0.2], [2.9, 3.0, -0.7], [-7.2, 1.4, 1.8], [0.9, -0.3, 0.5], [1.3, -0.7, -1.5], [0.1, -0.4, -0.4], [6.1, -3.6, 3.0], [-1.6, -0.7, -2.0], [-1.1, 1.7, -1.6], [-1.6, 0.7, 0.7], [5.3, -0.5, -1.9], [-2.3, 5.1, 1.1], [0.9, 0.3, 0.3], [-2.0, -3.2, -0.8], [-1.0, 0.8, -0.1], [-0.9, -5.1, 1.0], [-0.2, 1.2, -0.4], [-0.3, 0.6, 1.2], [0.1, 0.7, -0.1], [-0.7, 1.5, -0.8], [-0.3, -1.0, 1.3], [-0.8, -0.2, -1.0], [0.5, 2.3, 0.4], [-2.1, -0.9, -1.8], [2.1, -1.9, 0.7], [0.2, 0.2, -0.2], [0.6, -0.6, 0.9], [0.6, -0.5, -0.3], [0.8, -0.1, 0.1], [-0.6, -0.2, -0.1], [0.4, 0.2, 0.2], [0.1, 0.2, 0.4], [-0.4, 0.3, -0.6], [0.4, 0.0, 0.4], [-1.0, 0.4, 0.2], [-0.7, 0.6, -0.8], [-0.7, 0.3, -0.1], [1.2, -1.5, 1.3], [1.1, 1.2, -2.1], [-2.0, 1.0, 0.3], [-0.1, -1.4, 1.3], [-0.2, -0.1, 0.7], [0.6, -0.5, -0.1], [0.1, 0.2, 0.2], [-0.6, 0.7, -0.1], [0.3, -0.2, 0.1], [0.5, -0.1, -0.3], [-0.2, -0.4, 0.0], [-0.3, 0.4, -0.1], [0.5, 0.1, -0.2], [0.4, -0.2, -0.2]], "nbo_charge": [0.89, -1.17, 2.41, -0.90, -0.88, -0.54, 2.37, -0.83, -0.87, -0.54, -0.99, 2.40, -1.00, -0.88, -0.52, 2.34, -0.88, -0.89, -0.54, -0.27, -0.58, -0.08, -0.09, -0.58, -0.25, 0.20, 0.20, 0.17, 0.20, 0.17, 0.19, 0.20, 0.15, 0.18, 0.23, -0.25, -0.53, -0.08, -0.06, -0.53, -0.24, 0.18, 0.16, 0.17, 0.16, 0.19, 0.16, 0.15, 0.18, 0.16, 0.16], "total_charge": -1, "gap_ev": 9.0, "e_above_lowest_ev": 3.7917, "lumo_energy_ha": 0.06934, "multiplicity": 1, "energy_ha": -3328.905041}


2.
{"formula": "C8H20FN3O", "method": "wB97M-V/def2-TZVPD", "symbols": ["C", "C", "C", "C", "C", "C", "C", "C", "N", "N", "N", "O", "F", "H", "H", "H", "H", "H", "H", "H", "H", "H", "H", "H", "H", "H", "H", "H", "H", "H", "H", "H", "H"], "positions_angstrom": [[-1.198495, 2.266827, -0.822483], [-0.923772, 5.654143, -2.278596], [2.065381, -1.115375, 2.625700], [1.265145, -3.336053, 1.795754], [0.839182, -0.279754, -0.363228], [-0.344028, 0.103375, -1.272118], [-0.951688, 4.648054, -1.140445], [0.401062, -1.344254, 0.708486], [-1.221218, 1.031951, -0.667014], [-1.367528, 3.312284, -1.455607], [1.561291, -1.933097, 1.414192], [-0.257235, 2.962639, 1.093463], [-0.476758, 1.821425, 1.765563], [-0.679234, 6.647427, -2.056987], [-0.159030, 5.199592, -3.082429], [-1.920649, 5.782996, -2.817258], [1.558690, -1.301669, 3.540806], [3.100902, -1.363363, 2.866741], [1.832831, -0.056513, 2.501817], [1.982450, -3.679549, 2.361217], [0.368012, -3.325160, 2.482542], [0.984496, -3.880480, 0.900527], [1.292595, 0.599684, 0.280056], [1.675503, -0.624870, -0.928356], [0.178585, 0.500270, -2.138331], [-0.802823, -0.750445, -1.738171], [-1.730930, 4.902908, -0.384969], [-0.133258, 4.492292, -0.350945], [-0.297849, -1.017232, 1.444223], [-0.203934, -2.167837, 0.217805], [-1.544720, 0.675699, 0.242720], [-1.817446, 3.345348, -2.345007], [2.375851, -1.869797, 0.700678]], "forces_ev_per_angstrom": [[1.6, 2.4, 3.2], [0.4, -3.3, -3.4], [-0.1, 0.3, -0.4], [-5.0, 1.8, -1.5], [-0.5, 0.9, 3.6], [3.5, -0.7, -1.6], [0.2, 1.8, 4.6], [-0.6, -0.6, -2.0], [-1.4, -1.9, 1.0], [0.1, 0.0, -1.7], [2.0, 0.9, -0.3], [-1.0, 1.3, -3.7], [-0.3, -2.5, 1.3], [0.9, 1.1, 0.9], [-1.6, 1.5, 1.5], [1.0, -0.7, 0.8], [-1.1, -1.1, 0.5], [0.0, 0.3, -0.7], [0.7, 0.0, -0.6], [4.2, -2.2, 2.4], [0.7, 0.2, -0.9], [0.4, -0.3, 0.1], [-1.2, -1.1, -1.6], [0.4, -0.6, -0.7], [-0.4, 0.9, -0.2], [-0.9, -0.5, 0.5], [0.0, 0.4, -0.6], [-0.2, 0.9, -2.0], [-0.3, 0.9, 0.7], [1.2, 0.6, 0.3], [-0.3, 0.7, 0.0], [-1.0, -0.8, -1.1], [-1.5, -0.6, 1.5]], "nbo_charge": [0.85, -0.64, -0.44, -0.39, -0.44, -0.25, -0.26, -0.24, -0.54, -0.43, -0.35, -0.29, -0.18, 0.28, 0.23, 0.25, 0.25, 0.26, 0.24, 0.23, 0.24, 0.24, 0.25, 0.24, 0.25, 0.26, 0.26, 0.28, 0.23, 0.23, 0.47, 0.47, 0.45], "total_charge": 2, "gap_ev": [8.6, 8.6], "e_above_lowest_ev": 1.8033, "lumo_energy_ha": [-0.29550, -0.29551], "multiplicity": 1, "energy_ha": -655.281805}


3.
{"formula": "C8H20N4O12Zn2", "method": "wB97M-V/def2-TZVPD", "symbols": ["Zn", "Zn", "C", "O", "O", "O", "C", "O", "O", "O", "C", "O", "N", "N", "H", "H", "H", "H", "C", "O", "N", "N", "H", "H", "H", "H", "C", "C", "O", "O", "H", "H", "H", "H", "H", "H", "C", "C", "O", "O", "H", "H", "H", "H", "H", "H"], "positions_angstrom": [[7.803780, -23.673510, -20.937490], [11.710780, -27.052100, -19.513370], [8.000350, -27.771950, -21.487330], [8.605560, -28.482500, -20.751240], [7.026250, -27.166210, -21.067060], [8.907810, -26.973700, -21.762840], [11.322310, -22.717910, -18.887130], [10.604880, -22.135540, -19.703290], [12.316900, -23.366920, -19.193760], [10.542460, -23.526600, -18.436530], [8.571520, -22.616080, -26.410840], [8.034370, -22.544270, -25.290500], [9.571230, -21.988890, -26.879530], [8.031950, -23.218720, -27.358270], [10.085110, -21.310780, -26.335300], [9.691600, -22.003610, -27.882220], [8.378840, -23.187310, -28.306310], [7.124130, -23.624460, -27.181190], [14.770360, -28.990140, -23.852640], [14.565070, -28.450280, -22.725970], [14.050820, -28.717440, -24.862350], [15.578820, -29.952650, -24.125030], [13.296500, -28.091720, -24.618260], [14.151200, -29.054560, -25.809120], [15.485320, -30.351690, -25.048130], [16.419130, -29.936690, -23.564910], [7.416110, -31.396330, -15.349970], [7.781700, -32.651210, -16.162210], [7.383190, -32.552350, -17.523300], [6.035680, -30.918150, -15.502010], [8.010170, -30.520000, -15.609250], [7.529790, -31.741320, -14.322270], [7.249580, -33.564900, -15.897450], [8.848110, -32.820710, -16.013450], [7.747470, -31.800560, -17.996300], [6.074750, -30.108750, -16.016740], [0.755480, -28.072190, -20.236690], [1.328310, -29.064010, -21.248760], [2.567250, -29.656090, -20.689060], [-0.358120, -27.289940, -20.727460], [1.517780, -27.304440, -20.104240], [0.471060, -28.486720, -19.269540], [1.774190, -28.584910, -22.120410], [0.580760, -29.800520, -21.543400], [3.300120, -29.053370, -20.834780], [-0.353780, -26.502790, -20.177940]], "forces_ev_per_angstrom": [[0.0, 0.0, -0.1], [0.0, 0.0, 0.0], [-2.8, 6.1, 4.1], [3.6, -7.0, 1.9], [-4.9, -0.7, -2.0], [4.0, 1.6, -4.0], [0.8, -3.5, -5.8], [-1.1, 4.6, -0.5], [4.6, 1.3, 1.2], [-4.3, -2.4, 5.2], [-2.5, 1.8, 6.1], [1.2, -0.1, -0.2], [6.1, 3.9, -0.7], [-5.1, -5.4, -5.7], [-0.1, -0.3, -0.1], [0.5, 0.4, 0.6], [-0.4, -0.3, 0.3], [0.2, -0.1, -0.2], [-1.1, 1.9, 5.6], [1.1, -0.9, -1.9], [-4.6, 2.8, -3.9], [3.7, -3.0, 0.4], [-0.1, 0.0, -0.6], [0.0, 0.2, 0.4], [0.9, -0.2, 0.5], [0.1, -0.8, -0.4], [-1.5, -0.3, -0.2], [-0.9, 0.9, -1.0], [0.2, -0.2, -0.4], [1.0, -0.8, 0.2], [0.7, -0.4, 0.2], [0.2, 0.6, 0.3], [0.0, 0.3, 0.8], [0.3, 0.0, -0.2], [0.3, 0.2, 0.3], [-0.1, -0.1, -0.1], [0.1, 1.5, -0.4], [1.7, 0.4, 0.4], [-1.7, -0.6, 0.3], [0.0, -0.8, -0.3], [0.6, -0.4, 0.5], [0.3, -0.5, -0.1], [-1.2, 0.5, -0.3], [0.5, -0.4, 0.1], [-0.2, 0.2, -0.1], [-0.2, 0.1, -0.1]], "nbo_charge": [0.05, 0.02, 0.86, -0.27, -0.44, -0.21, 0.86, -0.31, -0.37, -0.19, 0.73, -0.69, -0.80, -0.79, 0.41, 0.37, 0.37, 0.41, 0.74, -0.70, -0.81, -0.81, 0.41, 0.39, 0.38, 0.41, -0.09, -0.09, -0.72, -0.72, 0.17, 0.18, 0.19, 0.16, 0.46, 0.47, -0.09, -0.08, -0.73, -0.73, 0.15, 0.17, 0.18, 0.19, 0.47, 0.47], "gap_ev": 3.8, "e_above_lowest_ev": 16.2248, "lumo_energy_ha": -0.15279, "multiplicity": 1, "energy_ha": -4996.765468}


4.
{"formula": "C8H20NOP", "method": "wB97M-V/def2-TZVPD", "symbols": ["C", "C", "C", "C", "C", "C", "C", "C", "N", "O", "P", "H", "H", "H", "H", "H", "H", "H", "H", "H", "H", "H", "H", "H", "H", "H", "H", "H", "H", "H", "H"], "positions_angstrom": [[-0.421902, -1.986449, 1.036946], [0.362983, -2.567029, -1.389468], [1.710113, -1.269353, 0.148930], [0.498170, 1.748764, 1.295088], [1.499462, 2.137031, -1.017190], [-0.903214, 2.664940, -0.505096], [0.246194, -1.566653, -0.243665], [0.304915, 1.768038, -0.224141], [-3.141033, -0.824490, 0.834923], [-0.340577, 0.053521, -2.433356], [-0.391090, -0.009276, -0.970952], [0.248792, -1.788471, 1.815994], [-1.434876, -1.504879, 1.034805], [-0.675903, -3.068594, 0.991573], [1.126767, -2.074543, -2.092989], [-0.493646, -2.783138, -1.944123], [1.037745, -3.400290, -1.005106], [2.218193, -2.230567, 0.348177], [2.118730, -0.698683, -0.733423], [1.887010, -0.611526, 0.990691], [1.545047, 1.286429, 1.647066], [0.502333, 2.708134, 1.526864], [-0.309261, 1.195470, 1.762578], [2.414669, 2.010270, -0.499875], [1.245415, 3.238372, -1.392206], [1.712194, 1.619774, -1.996145], [-1.694565, 2.090968, 0.043880], [-0.678902, 3.692113, -0.236755], [-1.149767, 2.632153, -1.572423], [-3.491815, -1.697580, 0.946394], [-3.778971, -0.203366, 0.349640]], "forces_ev_per_angstrom": [[-2.8, -1.3, -1.8], [4.3, 0.8, 0.3], [0.7, 0.8, -1.7], [2.5, -5.2, -1.2], [-0.3, 2.3, -3.0], [-0.3, -1.9, -0.3], [1.7, 0.1, 0.3], [-1.1, -2.5, -0.2], [1.6, 4.3, 0.2], [0.3, 0.0, -1.6], [-0.8, 1.6, 2.2], [0.2, 0.3, 1.6], [1.4, -0.2, 1.0], [0.5, 0.4, 0.2], [-1.4, -0.6, 0.4], [-1.4, -0.8, -0.6], [-1.6, 0.3, -0.4], [0.0, 0.5, -0.3], [0.5, -0.9, 0.8], [-0.5, -0.1, 0.3], [-2.3, 1.0, -0.8], [-0.1, 4.4, 1.8], [-0.1, 0.1, 0.3], [0.9, 0.5, 0.8], [1.4, -1.9, 0.9], [-0.9, 0.1, 0.9], [0.0, 1.5, -0.3], [-0.3, 0.1, 0.5], [0.0, 0.1, 0.1], [-1.8, -3.5, -0.1], [-0.3, -0.3, -0.3]], "nbo_charge": [-0.66, -0.61, -0.61, -0.61, -0.66, -0.64, -0.41, -0.23, -0.67, -1.05, 1.60, 0.21, 0.27, 0.21, 0.22, 0.23, 0.21, 0.22, 0.20, 0.21, 0.20, 0.20, 0.22, 0.22, 0.21, 0.24, 0.22, 0.21, 0.23, 0.30, 0.32], "gap_ev": [8.9, 6.1], "e_above_lowest_ev": 6.5668, "lumo_energy_ha": [-0.01179, -0.03960], "multiplicity": 1, "energy_ha": -787.980607}